47
Properties=species:S:1:pos:R:3:forces:R:3 method="wB97M-V/def2-TZVPD" lumo_ev="-4.08 / -4.12" de_lowest_kj_mol=131.6 multiplicity=4 e_tot_ha=-5381.6209 total_charge=+1 gap_ev="6.87 / 6.83" homo_ha="-0.4023 / -0.4022"
Co -0.15542 1.66135 -0.62621 -0.5 0.0 0.1
O 3.49442 3.75036 -0.73529 0.0 0.0 0.0
C 2.27566 3.27360 -0.75849 -0.1 0.1 0.0
O 2.00207 2.07745 -0.76434 0.2 0.1 -0.1
C 1.18573 4.29922 -0.78397 0.1 -0.1 0.0
C 1.27486 5.67447 -0.78383 -0.2 0.0 -0.1
C 0.06437 6.37921 -0.83576 0.1 0.0 0.0
C -1.14911 5.71344 -0.89679 -0.1 0.0 0.0
C -1.14017 4.32087 -0.89303 0.2 0.1 0.0
N 0.01071 3.68067 -0.82205 -0.1 -0.2 0.1
C -2.35132 3.38811 -0.97199 -0.2 0.1 0.1
O -3.45236 3.87884 -1.01041 0.0 -0.1 0.0
O -2.02876 2.12931 -0.98389 0.4 -0.1 -0.1
H 4.14504 3.02875 -0.73195 0.0 0.0 0.0
H 2.22536 6.18608 -0.75589 0.0 0.0 0.0
H 0.08613 7.46067 -0.83953 0.0 0.0 0.0
H -2.09361 6.23644 -0.95361 0.0 0.0 0.0
C -0.24386 2.53843 2.44382 -0.1 0.0 0.0
O -0.15704 1.47528 1.48145 0.1 0.0 0.0
C -0.16881 0.17922 1.95921 0.0 -0.1 0.0
C -0.18904 -0.15598 3.29795 0.0 0.0 0.0
C -0.15671 -1.50378 3.64225 0.0 0.0 0.0
Br -0.15799 -1.96438 5.46748 0.0 0.0 0.0
C -0.12709 -2.49671 2.68688 -0.1 0.0 0.0
C -0.14243 -2.15831 1.33313 0.0 0.1 0.1
C -0.14576 -0.81714 0.99084 0.0 0.0 0.0
O -0.10130 -0.39104 -0.34276 0.2 0.2 -0.1
C -0.09961 -3.23084 0.32921 -0.1 0.0 0.0
N 0.48082 -4.37186 0.52762 0.1 0.0 -0.1
C 0.29157 -5.08822 -0.64903 0.0 0.0 0.1
C 0.71059 -6.37663 -0.97886 0.0 0.0 0.0
C 0.35707 -6.86075 -2.22039 0.0 0.0 0.0
C -0.39505 -6.08923 -3.12205 0.0 0.0 0.0
C -0.80725 -4.80805 -2.81471 0.0 0.0 0.0
C -0.44088 -4.32733 -1.56288 0.0 0.0 0.0
N -0.65641 -3.10415 -0.93473 0.1 0.0 0.0
H -1.16100 2.44120 3.02263 0.0 0.0 0.0
H -0.27037 3.46177 1.87386 0.0 0.0 0.0
H 0.62839 2.52318 3.09620 0.0 0.0 0.0
H -0.21834 0.59467 4.07216 0.0 0.0 0.0
H -0.10017 -3.54176 2.95881 0.0 0.0 0.0
H 0.40610 -1.02141 -0.87961 -0.2 -0.1 0.0
H 1.28410 -6.96557 -0.27685 0.0 0.0 0.0
H 0.65835 -7.85784 -2.51091 0.0 0.0 0.0
H -0.65727 -6.51184 -4.08257 0.0 0.0 0.0
H -1.38609 -4.21791 -3.51253 0.0 0.0 0.0
H -1.42812 -2.49181 -1.14857 0.0 0.0 0.0